[1]
36
Properties=species:S:1:pos:R:3 method="wB97M-V/def2-TZVPD" lumo_energy_ev="0.8 / -2.7" e_homo_ev="-5.92 / -8.99" molar_mass_g_mol=350.5 gap_ev="6.679 / 6.336" e_above_lowest_ev=3.325 spin_multiplicity=3 s_squared=2.006
H 1.83750 -2.73596 -1.25477
N 0.26528 -1.42715 -0.67186
B -1.95363 -0.37763 0.00382
N -1.11028 -1.57660 -0.51751
C -1.44165 -2.82608 -0.91196
Pd 1.24448 0.33086 -0.28177
H -2.47732 -3.12567 -0.87770
C -0.28131 -3.49413 -1.28754
H -0.20562 -4.50575 -1.65144
C 0.76625 -2.59718 -1.10349
H -3.11966 -0.59529 0.00386
C 2.38375 1.84683 -0.00131
H 3.36143 1.40462 -0.16296
H 2.22630 2.31081 1.05380
H 2.21475 2.49542 -0.89895
N -1.57285 0.82120 -0.93609
N -1.38941 0.00994 1.39798
N -0.21610 1.21986 -1.11756
N -0.05017 0.35563 1.52739
C -2.31821 1.56038 -1.77548
C -1.96710 0.07340 2.61788
H -3.37213 1.37970 -1.82437
H -3.01410 -0.16409 2.71889
C -1.48946 2.45790 -2.46143
C -1.00092 0.44171 3.54190
C -0.19999 2.20036 -1.99375
C 0.18590 0.59197 2.82231
H -1.77575 3.16228 -3.19185
H -1.13989 0.57096 4.60117
H 0.75595 2.70321 -2.29113
H 1.17835 0.85055 3.20173
H 2.07476 -0.26031 -1.63705
C 2.71195 -0.65707 0.74897
H 3.19211 0.01018 1.46374
H 3.37188 -0.90251 -0.08733
H 2.32490 -1.55234 1.23386



[2]
137
Properties=species:S:1:pos:R:3 method="wB97M-V/def2-TZVPD" lumo_energy_ev=-3.7 e_homo_ev=-10.22 molar_mass_g_mol=1037.1 gap_ev=6.554 e_above_lowest_ev=8.862 charge=+1
C -8.60464 3.65276 5.14948
C -8.86516 2.83194 3.75155
C -7.85866 3.26114 2.51481
O -6.86039 2.18041 2.26975
C -5.68976 2.56148 3.07460
N -4.83275 1.44390 3.70352
C -3.68037 2.29778 4.27337
N -3.09450 2.22847 5.51362
C -1.95089 3.17305 5.83434
Br -1.75925 3.17407 7.83873
C -0.49941 2.72466 5.21824
C 0.65858 3.58769 6.06112
N -3.38361 3.22663 3.11691
C -4.65902 3.73160 2.47703
C -4.62501 3.94205 0.84137
C -4.34365 5.56533 0.56816
O -3.09704 6.11102 0.61239
F -5.46684 6.47573 0.21510
H -9.62102 3.88092 5.72567
H -7.95936 2.97923 5.88409
H -7.97553 4.65708 5.00594
H -8.72386 1.69079 3.97650
H -9.96249 3.07966 3.37702
H -7.37962 4.31970 2.65951
H -8.53643 3.34531 1.53558
H -6.09764 3.08150 4.06745
H -5.43721 1.03634 4.46055
H -3.48563 1.50067 6.17892
H -2.24290 4.28786 5.53746
H -0.33553 3.04686 4.08296
H -0.33447 1.56471 5.28323
H 1.05493 3.01920 7.00397
H 1.57601 3.73205 5.31175
H 0.24376 4.66224 6.26627
H -2.60771 3.91780 3.22474
H -4.79882 4.81071 2.94811
H -3.75278 3.32122 0.31509
H -5.68603 3.70802 0.37110
N 0.73046 0.70379 2.92780
C 0.18613 -0.50151 2.65157
C 0.08810 -1.02814 1.37360
C 0.57377 -0.27284 0.31146
C 1.13831 0.97324 0.56382
C 1.19500 1.41328 1.87647
H -0.18149 -1.05123 3.51315
H -0.35652 -2.00329 1.21035
H 0.51315 -0.65204 -0.70450
H 1.52532 1.58640 -0.24212
H 1.62964 2.37741 2.12518
N 0.19804 0.37236 -3.63744
C 1.50947 0.12566 -3.42616
C 2.52141 1.02062 -3.73465
C 2.17004 2.24274 -4.29808
C 0.82776 2.52525 -4.52955
C -0.11245 1.56791 -4.18398
H 1.73304 -0.84260 -2.98779
H 3.55832 0.77065 -3.54076
H 2.93568 2.96918 -4.55449
H 0.52135 3.46831 -4.96775
H -1.17306 1.74275 -4.34161
N 1.15415 5.84395 -5.02211
C 1.55542 6.41232 -6.18025
C 1.03645 7.59699 -6.67762
C 0.04212 8.23822 -5.94644
C -0.39352 7.67654 -4.75068
C 0.18869 6.49046 -4.33336
H 2.33089 5.87250 -6.71588
H 1.39840 8.00940 -7.61259
H -0.38964 9.16803 -6.30518
H -1.16711 8.15133 -4.15790
H -0.11464 6.01447 -3.40507
N 4.84290 4.97878 -5.95980
C 5.74639 4.49697 -6.84122
C 7.03348 4.99282 -6.97413
C 7.41908 6.05021 -6.15697
C 6.51032 6.56931 -5.24057
C 5.24671 6.00416 -5.17878
H 5.39698 3.67444 -7.45849
H 7.71845 4.56528 -7.69752
H 8.41947 6.46621 -6.23331
H 6.77986 7.39347 -4.58990
H 4.50297 6.37183 -4.47736
N -0.53823 -3.27373 4.68004
C 0.10902 -4.44147 4.88694
C 0.13168 -5.10497 6.10325
C -0.54696 -4.53633 7.17591
C -1.22138 -3.33325 6.99459
C -1.18959 -2.74687 5.73957
H 0.62625 -4.84325 4.02052
H 0.66587 -6.04206 6.21169
H -0.55058 -5.02660 8.14507
H -1.75920 -2.86412 7.81063
H -1.70363 -1.80937 5.54677
N 0.78847 -5.15799 -3.92193
C 0.89130 -3.89169 -4.38156
C -0.07766 -2.92033 -4.18730
C -1.22523 -3.26719 -3.48213
C -1.36110 -4.56414 -2.99779
C -0.33608 -5.46463 -3.23943
H 1.80339 -3.67091 -4.92837
H 0.05892 -1.91787 -4.57675
H -2.00715 -2.53302 -3.31113
H -2.24345 -4.86603 -2.44500
H -0.39350 -6.48781 -2.87874
N -4.35383 -5.52066 2.24506
C -5.12628 -6.53664 2.68829
C -5.05727 -7.05380 3.97200
C -4.13788 -6.49954 4.85632
C -3.32694 -5.45330 4.42870
C -3.47194 -5.00173 3.12679
H -5.82546 -6.93754 1.96022
H -5.70432 -7.86922 4.27480
H -4.05407 -6.87944 5.87037
H -2.60022 -5.00020 5.09341
H -2.86458 -4.18497 2.74689
N 5.12801 -8.43357 -3.59233
C 5.47165 -8.34766 -2.28854
C 4.81317 -7.54677 -1.36923
C 3.73845 -6.78310 -1.81227
C 3.36175 -6.84870 -3.14977
C 4.07955 -7.68193 -3.99262
H 6.31846 -8.95987 -1.99226
H 5.13085 -7.51876 -0.33311
H 3.19868 -6.14231 -1.12112
H 2.52900 -6.26563 -3.52637
H 3.82202 -7.77045 -5.04436
N 6.09644 -3.67963 -2.96670
C 6.29338 -4.98767 -3.24167
C 7.49394 -5.64699 -3.03168
C 8.56081 -4.92190 -2.51154
C 8.38952 -3.57255 -2.21996
C 7.14995 -3.00224 -2.46102
H 5.43213 -5.50933 -3.64884
H 7.59483 -6.70011 -3.26836
H 9.51774 -5.40422 -2.33458
H 9.20144 -2.97974 -1.81422
H 6.96531 -1.95334 -2.24650



[3]
18
Properties=species:S:1:pos:R:3 method="wB97M-V/def2-TZVPD" lumo_energy_ev="0.1 / 0.1" e_homo_ev="-6.34 / -6.34" molar_mass_g_mol=114.2 gap_ev="6.471 / 6.477" e_above_lowest_ev=5.146
C -1.55804 0.71983 -1.25113
N -0.75555 1.73079 -1.23067
C -1.48079 -1.30216 1.35057
N -1.71180 -0.19373 1.01440
H -1.11532 2.57170 -0.79249
H 0.48599 1.63396 -0.93433
H -1.20854 -0.19462 -1.70237
H -2.60127 0.80640 -0.97629
H -1.75549 -2.01507 2.12027
H -0.21344 -2.06366 0.65831
C 1.77042 0.25404 0.27321
C 1.23037 -0.89874 -0.26635
N 0.92138 -2.03132 0.43535
N 1.74048 1.43201 -0.36233
H 1.29799 -1.98663 1.38096
H 2.00786 2.19526 0.25124
H 2.03528 0.23118 1.33310
H 0.91050 -0.88922 -1.30144



[4]
98
Properties=species:S:1:pos:R:3 method="wB97M-V/def2-TZVPD" lumo_energy_ev="-7.7 / -7.7" e_homo_ev="-13.77 / -13.77" molar_mass_g_mol=1204.5 gap_ev="6.071 / 6.068" charge=+2
W -0.42142 -0.10334 -0.06847
C -2.77451 3.47142 -0.16981
C -2.44659 2.22060 -0.66870
N -1.42882 1.66871 0.06297
N -1.12684 2.60293 1.03196
C -1.92640 3.67872 0.90309
B 0.12643 2.38670 1.89616
N -0.06698 0.99262 2.63774
C 0.17043 0.81755 3.95946
C 0.58740 -0.47858 4.17343
C 0.58493 -1.07520 2.92336
N 0.16263 -0.19871 1.97573
N 1.28488 2.19032 0.91339
C 2.44030 2.87487 0.73004
C 3.12376 2.30375 -0.32339
C 2.32658 1.26124 -0.76970
N 1.19356 1.18610 -0.02315
N 0.37291 3.46556 2.89237
C 1.47894 3.66982 3.67066
C 1.20834 4.69265 4.53829
C -0.11093 5.06788 4.23219
N -0.59447 4.33095 3.26137
H -3.52888 4.13478 -0.53646
H -2.92308 1.67192 -1.46553
H -1.83456 4.47082 1.62165
H 0.04751 1.62821 4.64613
H 0.85490 -0.93668 5.10089
H 0.88035 -2.07720 2.66962
H 2.68889 3.72356 1.33048
H 4.06775 2.60009 -0.72358
H 2.50331 0.56662 -1.57309
H 2.35986 3.06748 3.57311
H 1.86228 5.11328 5.27269
H -0.71654 5.83604 4.66312
Cl 4.65981 -5.15463 -2.56320
C 3.49138 -4.09539 -1.89781
C 3.84634 -3.24672 -0.83791
Cl 5.42527 -3.28636 -0.18806
C 2.90368 -2.35953 -0.33084
Cl 3.23829 -1.22727 0.92231
C 1.61030 -2.32014 -0.85773
O 0.71603 -1.45151 -0.38301
C 1.26418 -3.18655 -1.89800
Cl -0.34180 -3.06707 -2.46390
C 2.19476 -4.06934 -2.43195
Cl 1.77087 -5.09341 -3.73154
C -6.01993 0.21836 -0.68413
Ge -5.04134 -1.50912 -0.80104
C -5.59932 -2.66342 0.71694
C -5.21163 -2.27326 -2.63845
Ge -2.57128 -1.15917 -0.38684
C -2.10455 -3.07721 -0.04126
C -0.96589 -3.35156 0.71894
C -0.56799 -4.64616 0.99946
C -1.32711 -5.71358 0.54693
C -2.45653 -5.46669 -0.21633
C -2.83034 -4.16765 -0.52399
C -2.69736 -0.58196 1.56349
C -3.29341 0.65557 1.86221
C -3.55031 1.04647 3.16454
C -3.23662 0.20287 4.21906
C -2.71270 -1.05160 3.94771
C -2.45362 -1.44027 2.64544
H -7.07774 -0.01263 -0.79509
H -5.75127 0.92115 -1.46810
H -5.88793 0.68306 0.28786
H -6.57413 -3.08157 0.47917
H -5.68583 -2.06640 1.62010
H -4.90422 -3.47453 0.90184
H -5.59594 -1.51391 -3.31452
H -5.92450 -3.09390 -2.63264
H -4.26380 -2.64378 -3.02119
H -0.37719 -2.52208 1.10727
H 0.32609 -4.82458 1.57830
H -1.03590 -6.72619 0.78298
H -3.05088 -6.29329 -0.57539
H -3.69823 -4.00015 -1.14944
H -3.64358 1.29653 1.06215
H -4.01602 2.00188 3.35222
H -3.43427 0.50430 5.23582
H -2.51855 -1.74295 4.75302
H -2.11746 -2.45283 2.46806
C -2.34584 1.97940 -3.93540
Ge -0.51378 1.86083 -3.13093
C 0.80418 1.71471 -4.61500
C 0.03496 3.49515 -2.10773
C -0.47318 0.04522 -2.28844
H -2.24895 2.03863 -5.01601
H -2.89201 2.85708 -3.60455
H -2.93052 1.08563 -3.71559
H 0.78772 2.63313 -5.19250
H 0.54912 0.89942 -5.28354
H 1.81507 1.56931 -4.24659
H -0.72305 4.26729 -2.20162
H 0.94415 3.86589 -2.57143
H 0.23550 3.33944 -1.05473
H 0.51716 -0.37640 -2.53400
H -1.18006 -0.53072 -2.90052